[1]
Computed, not measured: C19H10Cl3CoN3O3S as an isolated structure in a non-equilibrium geometry, with wB97M-V/def2-TZVPD.

Results
HOMO level (spin up / spin down)   -3.07 / -3.05 eV
Energy above the lowest of the compared OMol25 structures with the same formula, charge and spin   1.391 eV
Net charge   -1
Lowest unoccupied orbital energy (spin up / spin down)   1.56 / 1.69 eV
2S+1   1

Structure (XYZ):
```
40
C19H10Cl3CoN3O3S, DFT wB97M-V/def2-TZVPD
Co -0.24 -0.52 0.36
O -1.13 -0.16 4.10
C -0.81 -0.23 2.95
N -1.40 -0.57 1.81
C -2.62 -1.23 1.70
O -3.48 -1.32 2.55
C -2.66 -1.84 0.36
C -3.75 -2.60 -0.07
C -3.72 -3.16 -1.33
C -2.57 -2.98 -2.12
C -1.54 -2.21 -1.64
N -1.56 -1.62 -0.43
C 0.73 0.17 2.47
C 1.57 0.65 3.56
C 1.95 1.95 3.60
C 1.60 2.82 2.55
C 0.91 2.31 1.46
N 0.51 1.06 1.37
H -4.59 -2.72 0.59
H -4.56 -3.73 -1.70
H -2.51 -3.42 -3.10
H -0.66 -2.02 -2.24
H 1.84 -0.07 4.33
H 2.55 2.31 4.42
H 1.89 3.85 2.58
H 0.69 2.95 0.61
Cl 2.58 3.62 -4.72
C 2.12 2.35 -3.63
C 0.86 2.38 -3.05
C 0.51 1.38 -2.18
Cl -1.03 1.38 -1.41
C 1.37 0.31 -1.83
O 1.06 -0.62 -1.02
C 2.63 0.33 -2.48
Cl 3.71 -0.96 -2.13
C 3.01 1.32 -3.36
H 0.16 3.17 -3.28
H 3.98 1.29 -3.83
S 1.64 -2.46 2.36
C 0.93 -1.14 1.80
```

These are the Mulliken partial charges, in e, on atoms 1 to 2:
1. Co -0.351
2. O -0.658

=====

[2]
Computed, not measured: C19H12AlCl5F6O5 as an isolated structure in a non-equilibrium geometry, with wB97M-V/def2-TZVPD.

Results
HOMO level (spin up / spin down)   -7.43 / -7.72 eV
Energy above the lowest of the compared OMol25 structures with the same formula, charge and spin   15.386 eV
Lowest unoccupied orbital energy (spin up / spin down)   -0.70 / -0.85 eV
2S+1   1

Structure (XYZ):
```
48
C19H12AlCl5F6O5, DFT wB97M-V/def2-TZVPD
Al 1.31 0.34 0.05
Cl -5.46 0.86 3.00
C -3.87 0.91 2.35
C -3.26 -0.26 1.89
Cl -4.11 -1.75 2.03
C -1.98 -0.18 1.37
Cl -1.13 -1.58 0.40
C -1.24 1.00 1.34
O 0.00 1.06 0.92
C -1.87 2.17 1.81
Cl -0.97 3.63 1.75
C -3.16 2.12 2.29
Cl -3.91 3.56 2.85
C -3.06 -0.60 -4.57
O -3.02 -1.83 -3.86
C -2.28 -1.92 -2.74
C -2.26 -3.27 -2.25
C -2.10 -3.63 -0.96
C -1.97 -2.79 0.20
C 0.45 -1.77 1.38
C 0.20 -2.37 2.71
O 1.52 -1.18 0.97
C -0.57 -0.85 -1.28
O 0.53 -0.17 -1.44
C -1.67 -0.84 -2.19
H -3.59 -0.81 -5.50
H -2.05 -0.25 -4.79
H -3.61 0.16 -4.01
H -2.48 -4.04 -2.98
H -2.14 -4.69 -0.74
H -0.20 -3.38 2.63
H -0.49 -1.78 3.32
H 1.16 -2.41 3.23
H -1.87 0.15 -2.60
C 4.96 1.24 -0.85
C 3.86 1.73 0.08
O 2.62 1.35 -0.37
C 3.87 3.28 0.11
F 3.06 3.76 1.06
F 5.10 3.78 0.32
F 3.45 3.75 -1.07
C 4.09 1.18 1.51
F 4.46 -0.11 1.47
F 2.96 1.23 2.24
F 5.04 1.85 2.18
H 4.81 1.68 -1.83
H 4.90 0.15 -0.93
H 5.95 1.51 -0.48
```

These are the Mulliken partial charges, in e, on atoms 1 to 2:
1. Al 0.093
2. Cl -0.188

=====

[3]
Computed, not measured: C19H12AsBrF8N3O5STi as an isolated structure in a non-equilibrium geometry, with wB97M-V/def2-TZVPD.

Results
HOMO level (spin up / spin down)   -1.61 / -3.21 eV
Energy above the lowest of the compared OMol25 structures with the same formula, charge and spin   0.000 eV
Net charge   -2
Lowest unoccupied orbital energy (spin up / spin down)   3.63 / 3.63 eV
2S+1   2

Structure (XYZ):
```
51
C19H12AsBrF8N3O5STi, DFT wB97M-V/def2-TZVPD
Ti -0.47 0.39 -0.64
F -3.25 2.51 3.77
C -2.52 1.48 3.24
C -2.14 1.51 1.93
C -1.39 0.45 1.42
C -1.12 -0.65 2.25
C -1.48 -0.60 3.59
F -1.16 -1.61 4.46
C -2.18 0.46 4.12
C -0.49 -1.79 1.55
C -0.22 -3.03 2.12
C 0.33 -4.03 1.35
C 0.61 -3.79 0.02
C 0.31 -2.54 -0.48
N -0.23 -1.57 0.25
H -2.39 2.36 1.30
H -2.46 0.47 5.16
H -0.45 -3.19 3.16
H 0.55 -5.00 1.79
H 1.05 -4.54 -0.63
H 0.52 -2.29 -1.51
C 0.71 3.44 2.89
O 0.56 2.29 2.08
C 1.67 1.67 1.66
O 2.79 2.01 2.05
H -0.13 3.44 3.58
H 0.67 4.33 2.26
H 1.65 3.42 3.43
F 0.92 0.68 -1.81
As -1.30 2.58 -2.68
F -0.10 3.85 -2.77
F -0.46 2.31 -0.52
F -2.48 3.54 -1.83
F -2.30 0.73 -0.82
F -2.01 3.09 -4.23
O 2.66 -1.24 -0.44
S 2.89 0.04 0.30
N 1.40 0.64 0.79
Br -3.99 -5.51 -5.43
C -2.90 -3.98 -5.12
C -2.13 -3.48 -6.15
N -1.34 -2.42 -6.00
C -1.30 -1.84 -4.79
C -2.04 -2.29 -3.70
C -2.86 -3.39 -3.87
C -1.93 -1.65 -2.32
O -2.61 -2.12 -1.43
O -1.04 -0.72 -2.27
H -2.16 -3.94 -7.13
H -0.65 -0.99 -4.67
H -3.44 -3.74 -3.03
```

These are the Mulliken partial charges, in e, on atoms 1 to 2:
1. Ti -0.121
2. F -0.421

=====

[4]
Computed, not measured: C19H12Cl2F2IN3O6SW as an isolated structure in a non-equilibrium geometry, with wB97M-V/def2-TZVPD.

Results
HOMO level (spin up / spin down)   -8.63 / -9.13 eV
Energy above the lowest of the compared OMol25 structures with the same formula, charge and spin   1.138 eV
Lowest unoccupied orbital energy (spin up / spin down)   -1.56 / -2.14 eV
2S+1   3

Structure (XYZ):
```
47
C19H12Cl2F2IN3O6SW, DFT wB97M-V/def2-TZVPD
W 0.25 -0.61 0.49
Cl -1.85 -2.22 -1.62
C -1.51 -3.87 -1.77
Cl 1.46 -2.29 -0.62
H -0.83 -4.17 -2.55
H -1.91 -4.53 -1.02
F 3.99 -0.76 4.43
C 3.71 -0.37 3.19
C 2.45 -0.61 2.67
C 2.16 -0.21 1.38
C 3.12 0.47 0.61
C 4.37 0.69 1.19
F 5.33 1.34 0.50
C 4.69 0.28 2.47
C 2.71 0.91 -0.72
C 3.50 1.57 -1.65
C 2.97 1.92 -2.88
C 1.66 1.59 -3.17
C 0.92 0.93 -2.22
N 1.43 0.60 -1.02
H 1.72 -1.11 3.30
H 5.67 0.48 2.88
H 4.52 1.82 -1.41
H 3.59 2.44 -3.60
H 1.20 1.84 -4.12
H -0.11 0.66 -2.39
I -6.94 2.65 3.16
C -5.34 2.18 1.91
C -4.47 1.16 2.27
C -3.41 0.85 1.43
C -3.22 1.56 0.25
C -4.10 2.57 -0.10
C -5.16 2.89 0.73
C -2.11 1.25 -0.68
O -1.98 1.72 -1.78
O -1.25 0.32 -0.20
H -4.61 0.61 3.18
H -2.73 0.06 1.71
H -3.95 3.11 -1.03
H -5.84 3.69 0.46
O -2.41 -3.23 2.48
S -0.97 -3.04 2.53
N -0.42 -1.96 1.64
O -0.41 2.41 3.12
N -0.03 1.81 2.15
O -0.20 0.48 2.18
O 0.37 2.29 1.10
```

These are the Mulliken partial charges, in e, on atoms 1 to 2:
1. W 1.352
2. Cl 0.092

=====

Q: Which formula does entry 1 have?
A: C19H10Cl3CoN3O3S